49
Properties=species:S:1:pos:R:3:mulliken_charge:R:1 method="wB97M-V/def2-TZVPD" charge=+1 homo_energy_ev=-9.7 total_energy_ha=-3825.83388 e_lumo_ev=-4.8 homo_lumo_gap_ev=4.897 multiplicity=1 e_above_lowest_kcal_mol=0.0
Ga 0.2385 0.3388 -0.3654 -0.11
S 0.9354 -1.9092 4.2120 -0.17
S -2.5013 2.6952 2.1742 -0.22
O 2.3843 -1.7396 -0.8856 -0.60
O -2.3247 0.2204 -2.0662 -0.55
O -2.6886 2.6869 -1.6808 -0.68
O -0.6592 3.4202 0.2853 -0.41
O -1.3938 -2.3817 0.4256 -0.59
N -1.0183 -0.1539 -1.8896 0.85
N -0.8317 1.1685 1.0060 0.21
N 0.6601 -0.9379 1.8399 0.28
N 1.0605 -1.3302 -1.1325 0.24
C -1.2503 -1.4108 -4.0373 -1.52
C 0.6542 -1.6749 -2.3703 0.21
C 1.4663 1.6829 -1.0469 -1.17
C 2.9549 -1.7576 2.2406 -1.67
C -2.3649 1.0891 2.7148 -0.15
C -1.3514 0.4004 2.0467 -0.17
C 1.4706 -2.6096 -3.1742 -1.51
C -0.7880 2.5624 1.4272 0.17
C -0.5429 -1.0478 -2.7774 0.58
C -0.5341 -0.6655 2.5164 0.16
C 1.5446 -1.4984 2.6126 0.63
C -0.5690 -1.1813 3.8113 -0.54
C 0.2622 2.8623 2.4734 -1.34
H 2.4361 1.5517 -0.5519 0.36
H 1.0655 2.6802 -0.8376 0.32
H 2.5932 -1.4516 0.0259 0.27
H -0.5447 -2.3549 -0.0658 0.29
H -2.8129 2.8283 -0.7192 0.35
H -1.9436 3.2630 -1.9200 0.36
H -1.4015 -1.0798 4.4936 0.40
H 3.0193 -2.6533 1.6073 0.37
H 3.5255 -1.9614 3.1508 0.48
H -1.6892 -2.4184 -3.9716 0.35
H -3.0282 0.6492 3.4489 0.43
H 0.8287 -3.3316 -3.6966 0.43
H 1.2506 2.7633 2.0013 0.26
H 0.1558 3.8817 2.8595 0.48
H 0.1885 2.1603 3.3132 0.33
H 1.5757 1.5400 -2.1296 0.45
H 2.1841 -3.1370 -2.5340 0.44
H -2.0940 -2.3018 -0.2469 0.34
H -0.5852 4.3505 0.5959 0.33
H -2.0493 -0.6991 -4.2655 0.37
H -2.3773 1.2346 -1.8797 0.51
H 2.0354 -2.0538 -3.9400 0.33
H 3.3909 -0.8619 1.7751 0.39
H -0.5367 -1.4265 -4.8729 0.42